Here is a cluster of 6 separate species, C14H28BCl6F4O4S2 in total in a non-equilibrium geometry from OMol25. Energies are from ωB97M-V with the def2-TZVPD basis set.

Computed properties:
**Total charge**: -1
**HOMO-LUMO gap**: 10.077 eV
**E_HOMO**: -7.97 eV
**E_LUMO**: 2.10 eV
**ΔE to the lowest compared entry with this formula, charge and spin**: 103.5 kJ/mol

CARTESIAN COORDINATES (ANGSTROEM)
B  3.55719  25.57246  -13.07993
F  2.48533  24.64825  -13.16178
F  4.55509  24.97348  -12.31296
F  4.09137  25.68121  -14.35103
F  3.21448  26.82293  -12.56609
C  5.46477  26.71954  -8.87923
C  5.37109  26.48768  -7.32642
C  4.15429  27.25175  -6.77402
S  3.72042  28.61471  -7.86306
O  4.04501  29.86227  -7.12412
O  2.30087  28.43483  -8.18612
C  4.87042  28.12802  -9.29047
H  5.08257  25.90516  -9.49470
H  6.53515  26.78954  -9.07280
H  6.35545  26.50085  -6.85848
H  5.25363  25.41853  -7.14977
H  4.34286  27.72924  -5.81248
H  3.17297  26.77805  -6.74716
H  5.63746  28.88154  -9.46926
H  4.34203  28.21735  -10.23964
C  5.39331  22.07993  -8.92220
C  6.51037  21.11568  -8.40215
C  6.90030  20.24914  -9.59893
S  7.06499  21.46955  -11.00432
O  6.76729  20.80949  -12.27003
O  8.29201  22.19546  -10.77324
C  5.56784  22.36117  -10.47044
H  5.39787  22.90081  -8.20510
H  4.46118  21.52129  -8.83756
H  6.17617  20.50588  -7.56278
H  7.47358  21.54559  -8.12740
H  6.14016  19.49746  -9.81170
H  7.79813  19.63635  -9.51832
H  4.65229  21.96003  -10.90514
H  5.72468  23.42745  -10.63339
Cl  -0.55833  25.08961  -9.55248
C  1.18159  25.58898  -9.80999
C  2.00323  24.31352  -10.12716
Cl  2.32575  23.58836  -8.50225
H  1.53892  26.17322  -8.96200
H  1.28847  26.23968  -10.67790
H  2.99786  24.52926  -10.51738
H  1.71547  23.55168  -10.85166
Cl  8.26957  27.49190  -12.44338
C  6.83954  26.47994  -12.61038
C  7.09926  25.43192  -13.66560
Cl  8.48387  24.34958  -13.19932
H  5.90945  27.03792  -12.71856
H  6.91343  26.09726  -11.59244
H  7.30780  25.94746  -14.60306
H  6.17752  24.88269  -13.85755
Cl  -2.15541  23.30155  -14.03955
C  -0.67136  24.00151  -13.40066
C  -0.33930  25.36510  -13.99495
Cl  -1.68999  26.44270  -14.20455
H  0.15774  23.31355  -13.56616
H  -0.69151  24.11543  -12.31681
H  0.15904  25.21014  -14.95190
H  0.30326  25.91201  -13.30495

Atom charges from the Mulliken analysis, given in e for atoms 1 to 4: B 0.1179; F -0.2931; F -0.0029; F -0.3249

***

Here is a cluster of 2 separate species, C14H28ClN2O2 in total in a non-equilibrium geometry from OMol25. Energies are from ωB97M-V with the def2-TZVPD basis set.

Computed properties:
**HOMO-LUMO gap (spin up / spin down)**: 8.366 / 9.754 eV
**Spin multiplicity**: 2
**E_HOMO (spin up / spin down)**: -7.86 / -9.25 eV
**E_LUMO (spin up / spin down)**: 0.50 / 0.50 eV
**<S²>**: 0.754

CARTESIAN COORDINATES (ANGSTROEM)
C  4.43014  1.13589  0.38608
C  3.09160  1.76025  0.05142
N  2.68750  2.85203  0.54934
C  2.24743  0.95363  -0.89944
C  0.89802  1.51419  -1.36135
Cl  1.20685  3.05644  -2.27614
C  0.27112  0.53115  -2.36838
C  -0.83368  -0.35327  -1.79404
C  -0.36226  -1.32292  -0.70132
C  -1.41299  -1.17018  -2.95121
N  -1.88148  0.57292  -1.31791
O  -3.06243  0.11068  -1.23075
C  -1.53503  1.60845  -0.31497
C  -2.08266  1.24228  1.06450
C  -2.21971  2.92815  -0.77861
C  -0.01164  1.81376  -0.16718
H  4.70332  0.36206  -0.32998
H  4.38688  0.66840  1.36922
H  5.21624  1.88753  0.38549
H  3.40827  3.23637  1.15872
H  2.07105  -0.02728  -0.45094
H  2.84427  0.77558  -1.79890
H  1.04134  -0.07483  -2.84388
H  -0.19208  1.12322  -3.15673
H  -0.98800  -2.20659  -0.63865
H  -0.30990  -0.84498  0.26999
H  0.65258  -1.64285  -0.94606
H  -0.61264  -1.80715  -3.33597
H  -1.74020  -0.52827  -3.76591
H  -2.21549  -1.81513  -2.61201
H  -3.14649  1.02811  1.01489
H  -1.94902  2.11230  1.70994
H  -1.54873  0.41176  1.52346
H  -2.84015  2.73721  -1.65227
H  -1.48362  3.67768  -1.06096
H  -2.86835  3.32594  -0.00259
H  0.33629  1.19031  0.65964
H  0.15081  2.83487  0.16174
C  -1.38524  -4.14013  3.62874
C  -0.16758  -3.86555  2.76715
O  -0.15157  -2.52903  2.26950
H  -2.29884  -3.95270  3.06448
H  -1.39368  -5.17405  3.97594
H  -1.39416  -3.48706  4.50458
H  -0.16913  -4.50826  1.88790
H  0.75176  -4.06567  3.32773
H  -0.13873  -1.93526  3.02569

Atom charges from the Mulliken analysis, given in e for atoms 1 to 4: C -1.5136; C 0.5909; N -0.5090; C -1.2108

***

Here is a structure of composition C14H28GeN9O3Tl from OMol25. Energies are from ωB97M-V with the def2-TZVPD basis set.

Computed properties:
**Total charge**: +1
**HOMO-LUMO gap (spin up / spin down)**: 8.467 / 5.996 eV
**Spin multiplicity**: 2
**E_HOMO (spin up / spin down)**: -12.89 / -12.89 eV
**E_LUMO (spin up / spin down)**: -4.42 / -6.89 eV
**ΔE to the lowest compared entry with this formula, charge and spin**: 0.0 kJ/mol
**<S²>**: 0.765

CARTESIAN COORDINATES (ANGSTROEM)
Tl  -0.38984  -0.59811  -0.42941
C  -0.21658  0.73971  3.91714
C  -0.98394  0.59466  2.61191
C  -1.66677  1.89562  2.21834
C  -1.97620  -0.55361  2.69329
O  -0.00862  0.22143  1.58852
Ge  1.40591  1.34695  0.87876
O  1.83540  -0.25984  -0.08541
C  2.87730  -1.22834  0.25890
C  2.37112  -2.13313  1.37142
C  4.10817  -0.44787  0.69900
C  3.16083  -2.01728  -1.00818
O  0.12382  1.50701  -0.60415
C  0.33851  2.28797  -1.82776
C  1.81293  2.26663  -2.20037
C  -0.50345  1.64407  -2.91548
C  -0.14962  3.69421  -1.51808
H  -0.90092  0.98861  4.72823
H  0.29412  -0.19027  4.16802
H  0.52203  1.54022  3.84537
H  -2.41709  2.16340  2.96285
H  -0.94548  2.71477  2.16659
H  -2.16227  1.81105  1.24998
H  -2.70421  -0.37658  3.48446
H  -2.53454  -0.64846  1.75633
H  -1.46056  -1.49198  2.90336
H  2.11274  -1.55615  2.26073
H  1.49436  -2.69796  1.04314
H  3.13956  -2.85697  1.64372
H  3.93017  0.08566  1.63560
H  4.93955  -1.13286  0.86362
H  4.40337  0.26963  -0.06797
H  2.26828  -2.55321  -1.33632
H  3.49819  -1.35248  -1.80421
H  3.94030  -2.75690  -0.82484
H  2.16553  1.24479  -2.34537
H  1.97052  2.82377  -3.12376
H  2.42028  2.74206  -1.42604
H  -0.17426  0.61268  -3.09879
H  -1.55951  1.65753  -2.64601
H  -0.38723  2.18262  -3.85576
H  0.43414  4.13107  -0.70629
H  -0.03957  4.33271  -2.39505
H  -1.19987  3.67662  -1.22701
N  -3.41036  -2.46660  -1.52953
C  -3.64770  -1.17717  -1.33807
N  -4.87279  -0.60358  -1.51988
N  -4.70810  0.63607  -1.24444
N  -3.40694  0.87195  -0.88122
N  -2.74781  -0.24400  -0.94398
C  -2.19674  -3.11121  -1.36818
N  -2.06046  -4.39696  -1.56821
N  -0.76618  -4.65009  -1.31128
N  -0.14772  -3.57579  -0.97452
N  -1.03305  -2.55590  -0.99887
H  -4.18878  -3.05016  -1.82487

Atom charges from the Mulliken analysis, given in e for atoms 1 to 4: Tl 2.0328; C -1.7665; C 1.3512; C -1.4120

***

- What is the formula in the first record?
  C14H28BCl6F4O4S2